[1]
Here is C27H28N4O4SZn as an isolated structure from OMol25. Energies are from ωB97M-V with the def2-TZVPD basis set.

LUMO, eV: -0.296
Strongest force on any atom, eV/Å: 0.4
Net charge: 0
DFT total energy, eV: -101860.6074

Structure (XYZ):
```
65
C27H28N4O4SZn | OMol25 | ωB97M-V with the def2-TZVPD basis set
Zn 0.350 2.604 1.159
C 7.951 -1.105 0.920
C 6.518 -0.684 0.739
C 5.763 -1.158 -0.330
C 4.452 -0.750 -0.517
C 3.887 0.144 0.379
C 4.618 0.628 1.452
C 5.926 0.212 1.626
S 2.188 0.590 0.171
O 2.163 2.045 0.526
O 1.813 0.279 -1.172
N 1.396 -0.264 1.199
C 1.003 0.086 2.444
C 1.071 -0.894 3.464
C 0.620 -0.610 4.723
C 0.092 0.656 5.004
C 0.043 1.562 3.981
N 0.473 1.299 2.733
H 8.154 -2.043 0.404
H 8.194 -1.235 1.975
H 8.629 -0.350 0.517
H 6.209 -1.855 -1.029
H 3.865 -1.112 -1.351
H 4.164 1.331 2.139
H 6.500 0.592 2.464
H 1.487 -1.857 3.206
H 0.675 -1.362 5.500
H -0.278 0.916 5.985
H -0.370 2.552 4.139
C -0.177 -4.561 -1.148
C -0.307 -3.369 -2.061
C 0.177 -3.457 -3.364
C 0.099 -2.369 -4.216
C -0.460 -1.181 -3.782
C -0.968 -1.085 -2.490
N -1.503 0.108 -1.975
C -1.910 1.208 -2.705
C -2.584 1.047 -3.924
C -3.005 2.141 -4.654
C -2.769 3.434 -4.202
C -2.111 3.609 -3.002
C -1.692 2.522 -2.238
C -0.986 2.803 -0.965
O -0.337 3.851 -0.797
O -1.057 1.924 -0.017
C -0.897 -2.184 -1.620
C -1.430 -2.034 -0.221
H 0.345 -5.372 -1.655
H -1.151 -4.940 -0.830
H 0.382 -4.310 -0.245
H 0.628 -4.382 -3.703
H 0.498 -2.437 -5.221
H -0.472 -0.318 -4.434
H -1.227 0.333 -1.029
H -2.788 0.047 -4.280
H -3.533 1.980 -5.586
H -3.096 4.288 -4.780
H -1.899 4.602 -2.626
H -2.394 -1.523 -0.229
H -0.745 -1.443 0.395
H -1.565 -2.997 0.266
N 0.301 4.553 1.888
H -0.656 4.869 2.009
H 0.651 5.057 1.076
H 0.839 4.823 2.703
```

***

[2]
Here is one molecule with the formula C4H7FO2 from OMol25. Energies are from ωB97M-V with the def2-TZVPD basis set.

LUMO, eV: 0.596
SMILES: CC1(F)[C@H](O)[C@H]1O
Strongest force on any atom, eV/Å: 6.3
Net charge: 0
DFT total energy, eV: -11070.1544

Structure (XYZ):
```
14
C4H7FO2 | OMol25 | ωB97M-V with the def2-TZVPD basis set
C -0.705 1.379 0.539
C 0.179 0.406 -0.216
F 0.874 1.154 -1.157
C -0.236 -1.031 -0.524
O -1.569 -1.540 -0.381
C 0.895 -0.721 0.423
O 2.314 -0.991 0.161
H -1.757 0.871 0.818
H -0.181 1.512 1.712
H -0.907 2.431 -0.109
H 0.284 -1.472 -1.371
H -2.224 -0.802 -0.629
H 0.724 -0.780 1.543
H 2.309 -0.415 -0.807
```

***

[3]
Here is a 16-piece molecular cluster, H31O16 overall from OMol25. Energies are from ωB97M-V with the def2-TZVPD basis set.

LUMO, eV: 2.472
Strongest force on any atom, eV/Å: 2.1
Net charge: -1
DFT total energy, eV: -33265.4214

Structure (XYZ):
```
47
H31O16 | OMol25 | ωB97M-V with the def2-TZVPD basis set
O -0.700 0.554 3.416
H 0.400 -1.389 -2.537
H 0.287 -2.719 1.574
O 4.683 -0.599 0.720
H -1.293 0.615 2.655
H -0.267 1.416 3.378
O -3.965 1.128 -1.875
H 3.737 -0.557 0.497
H 0.641 -3.457 2.812
O 0.223 -3.599 1.954
H -0.778 -1.396 -4.846
H 4.635 -0.423 1.663
O 1.225 -0.913 -2.402
H -1.189 -4.793 -1.383
H -0.260 4.692 1.164
O 0.930 0.047 0.149
H 0.600 -0.645 0.743
H 1.978 -1.574 -0.016
O -2.641 -1.317 0.368
H -1.814 -1.001 -0.024
H -3.279 -0.643 0.095
O -1.720 -2.415 5.321
H -1.505 -1.562 4.921
H -3.579 0.744 -2.662
O -1.885 1.915 0.905
H -1.483 1.246 0.300
O -1.601 -3.936 -1.599
H 1.099 -0.557 -1.487
H -0.789 -3.438 -1.430
O 2.557 5.167 -1.238
H -4.911 1.035 -1.783
H 2.315 5.532 -0.380
O -0.770 4.000 1.600
H -1.007 -0.141 -4.081
H -0.780 1.072 -1.723
O 3.504 2.397 -1.140
H 2.848 4.255 -1.040
H -0.170 0.267 -0.552
O -1.187 0.397 -1.153
H -0.964 3.335 0.875
H 2.829 1.968 -0.590
O -1.420 -0.671 -4.784
H -2.738 2.092 0.487
H -1.648 -3.038 4.589
O 2.536 -2.345 0.220
H 4.077 1.630 -1.251
H 3.239 -2.374 -0.431
```

***

[4]
Here is C9H7AuF5IN3O5 as an isolated structure from OMol25. Energies are from ωB97M-V with the def2-TZVPD basis set.

LUMO, eV: 2.291
Strongest force on any atom, eV/Å: 0.2
Net charge: -1
DFT total energy, eV: -49539.6268

Structure (XYZ):
```
31
C9H7AuF5IN3O5 | OMol25 | ωB97M-V with the def2-TZVPD basis set
Au -0.801 1.520 -0.306
O 3.081 -2.041 3.009
C 3.929 -1.360 2.265
O 5.120 -1.343 2.491
C 3.378 -0.606 1.102
C 4.210 0.015 0.202
N 3.419 0.584 -0.723
N 2.118 0.388 -0.497
C 2.068 -0.326 0.616
C 0.746 -0.749 1.188
O 0.752 -1.654 2.041
O -0.318 -0.211 0.770
H 2.139 -1.948 2.650
H 5.284 0.071 0.181
H 3.694 1.108 -1.535
N -3.295 -0.697 0.098
C -2.560 -1.535 -0.693
O -2.471 -1.405 -1.895
C -1.902 -2.693 0.026
I -3.286 -4.316 0.225
H -3.562 0.168 -0.350
H -2.996 -0.605 1.056
H -1.560 -2.451 1.026
H -1.087 -3.068 -0.582
F -1.610 4.271 -0.394
C -1.436 3.189 -1.242
F -0.579 3.652 -2.226
C -2.789 3.047 -1.958
F -2.730 2.131 -2.928
F -3.754 2.668 -1.097
F -3.201 4.199 -2.518
```

***

[5]
Here is C34H49N4O2OsP as an isolated structure from OMol25. Energies are from ωB97M-V with the def2-TZVPD basis set.

LUMO (alpha / beta), eV: -7.320 / -7.320
Strongest force on any atom, eV/Å: 0.3
Net charge: +2
DFT total energy, eV: -57850.6199

Structure (XYZ):
```
91
C34H49N4O2OsP | OMol25 | ωB97M-V with the def2-TZVPD basis set
Os 0.009 1.206 0.335
O 4.047 -4.099 4.089
C 4.521 -3.409 3.042
O 5.487 -3.787 2.449
C 3.788 -2.155 2.614
C 4.399 -1.413 1.608
C 3.805 -0.260 1.127
C 2.579 0.130 1.645
C 1.950 -0.589 2.651
C 2.574 -1.726 3.140
N 1.936 1.309 1.123
C 2.504 2.451 1.209
C 1.801 3.573 0.629
C 2.316 4.850 0.562
C 1.571 5.833 -0.083
C 0.351 5.489 -0.626
C -0.115 4.185 -0.498
N 0.590 3.241 0.121
H 3.308 -3.663 4.524
H 5.345 -1.763 1.217
H 4.273 0.311 0.333
H 1.006 -0.259 3.071
H 2.069 -2.263 3.935
H 3.465 2.569 1.703
H 3.281 5.067 0.999
H 1.946 6.844 -0.158
H -0.260 6.217 -1.141
H -1.081 3.892 -0.882
C -1.809 -0.570 3.004
N -1.158 0.442 3.819
C -1.833 0.561 5.110
C -0.954 1.725 3.168
C -2.027 2.167 2.197
C -3.218 2.727 2.643
C -4.201 3.106 1.742
C -3.990 2.948 0.379
C -2.793 2.418 -0.081
C -1.815 2.001 0.821
H -1.723 -1.530 3.514
H -1.329 -0.647 2.028
H -2.879 -0.366 2.841
H -1.748 -0.382 5.650
H -2.900 0.793 5.001
H -1.361 1.336 5.712
H 0.019 1.690 2.631
H -0.801 2.479 3.942
H -3.372 2.878 3.705
H -5.126 3.535 2.102
H -4.754 3.247 -0.327
H -2.644 2.302 -1.149
C -2.286 -1.858 -3.911
C -1.918 -0.798 -2.863
C -3.083 -0.659 -1.857
C -1.730 0.558 -3.560
P -0.341 -1.226 -1.965
N -0.269 -0.168 -0.660
C -0.383 -2.907 -1.156
C -0.062 -4.012 -2.177
C -1.782 -3.152 -0.573
C 0.610 -2.975 0.015
C 1.211 -0.901 -2.955
C 1.498 0.607 -3.050
C 1.088 -1.493 -4.368
C 2.424 -1.520 -2.245
H -3.191 -1.514 -4.416
H -2.520 -2.819 -3.458
H -1.522 -2.002 -4.672
H -3.824 0.008 -2.302
H -2.790 -0.228 -0.902
H -3.579 -1.606 -1.673
H -2.695 0.846 -3.976
H -1.023 0.516 -4.386
H -1.421 1.339 -2.861
H -0.733 -4.012 -3.034
H -0.184 -4.972 -1.672
H 0.964 -3.967 -2.536
H -2.537 -3.291 -1.342
H -2.097 -2.357 0.105
H -1.735 -4.079 0.000
H 1.650 -2.958 -0.291
H 0.436 -3.926 0.522
H 0.444 -2.177 0.740
H 0.710 1.185 -3.520
H 2.395 0.718 -3.662
H 1.710 1.037 -2.070
H 0.370 -0.954 -4.983
H 0.824 -2.549 -4.363
H 2.062 -1.404 -4.852
H 2.513 -1.182 -1.211
H 3.315 -1.183 -2.779
H 2.429 -2.607 -2.270
```

***

[6]
Here is an isolated ion of composition C5H12N2 and charge -1 from OMol25. Energies are from ωB97M-V with the def2-TZVPD basis set.

Expectation value of S²: 0.750
LUMO (alpha / beta), eV: 4.042 / 4.004
Strongest force on any atom, eV/Å: 1.8
Net charge: -1
2S+1: 2
DFT total energy, eV: -8356.9372

Structure (XYZ):
```
19
C5H12N2 | OMol25 | ωB97M-V with the def2-TZVPD basis set
C 0.133 -0.593 1.677
C 1.006 -0.228 0.471
C 0.224 0.689 -0.454
C 0.719 1.867 -0.857
C -0.648 -1.088 -1.846
N -0.903 0.095 -1.079
N -0.775 0.500 2.070
H -0.415 -1.500 1.430
H 0.796 -0.884 2.497
H 1.943 0.300 0.631
H 1.161 -1.124 -0.136
H 1.753 2.131 -0.697
H 0.067 2.508 -1.441
H -0.356 -1.911 -1.180
H 0.158 -1.032 -2.592
H -1.533 -1.557 -2.282
H -1.393 0.809 -1.600
H -0.365 0.976 2.872
H -1.573 0.042 2.516
```

***

[7]
Here is a 2-piece molecular cluster, C5H11NO overall from OMol25. Energies are from ωB97M-V with the def2-TZVPD basis set.

LUMO, eV: 0.789
SMILES: CN=C=O.CCC
Strongest force on any atom, eV/Å: 0.8
Net charge: 0
DFT total energy, eV: -8900.8562

Structure (XYZ):
```
18
C5H11NO | OMol25 | ωB97M-V with the def2-TZVPD basis set
C -1.050 2.563 -0.639
N 0.342 2.210 -0.552
C 1.109 1.776 0.266
O 1.950 1.357 0.976
H -1.683 1.680 -0.503
H -1.249 2.985 -1.625
H -1.309 3.308 0.120
C 1.299 -1.863 -0.280
C -0.126 -1.320 -0.357
C -0.736 -1.114 1.028
H 1.943 -1.179 0.286
H 1.737 -1.992 -1.275
H 1.319 -2.836 0.225
H -0.123 -0.370 -0.908
H -0.756 -2.006 -0.938
H -0.812 -2.067 1.564
H -0.110 -0.449 1.637
H -1.743 -0.683 0.975
```